1.
{
  "formula": "C24H39Br2MnO16",
  "method": "ωB97M-V/def2-TZVPD",
  "energy_ev": -229677.6037,
  "spin_multiplicity": 6,
  "total_charge": 1,
  "e_homo_ev": [-12.17, -12.11],
  "s_squared": 8.75,
  "species": ["Mn", "C", "C", "O", "H", "H", "H", "H", "H", "Br", "C", "C", "Br", "H", "H", "H", "H", "C", "C", "C", "O", "C", "O", "O", "H", "H", "H", "H", "H", "H", "C", "C", "C", "O", "C", "O", "O", "H", "H", "H", "H", "H", "H", "C", "C", "C", "O", "C", "O", "O", "H", "H", "H", "H", "H", "H", "C", "C", "C", "O", "C", "O", "O", "H", "H", "H", "H", "H", "H", "C", "C", "C", "O", "C", "O", "O", "H", "H", "H", "H", "H", "H"],
  "coordinates": [[1.2637, 24.2153, -15.4522], [3.2549, 24.9953, -18.5124], [2.3521, 26.0584, -17.9199], [1.4079, 25.4907, -17.0658], [2.5842, 24.2878, -19.0000], [3.8004, 24.4432, -17.7472], [3.9247, 25.5611, -19.1600], [1.8932, 26.6555, -18.7080], [3.0062, 26.8224, -17.4996], [2.8992, 29.8534, -20.2072], [3.5016, 28.1639, -21.0409], [4.8914, 27.8980, -20.4468], [5.8995, 26.3039, -21.0501], [3.6110, 28.3374, -22.1114], [2.6934, 27.4407, -20.9320], [4.8136, 27.8254, -19.3621], [5.5231, 28.7462, -20.7108], [0.8335, 30.2453, -16.9860], [0.9662, 29.3570, -15.8048], [2.4061, 29.2003, -15.1977], [2.2084, 29.4925, -13.8844], [1.0516, 30.0659, -13.6263], [0.7378, 30.7269, -12.6246], [0.1966, 29.9131, -14.7084], [-0.2455, 30.1982, -17.1332], [1.3327, 29.7614, -17.8256], [1.1926, 31.2733, -16.9377], [0.5895, 28.3648, -16.0534], [3.1098, 29.8500, -15.7180], [2.9518, 28.2659, -15.3291], [2.4725, 24.7407, -21.9490], [1.4187, 23.6985, -22.4074], [0.5557, 23.1262, -21.3292], [-0.7722, 23.3737, -21.8692], [-0.7295, 24.0807, -22.9613], [-1.7901, 24.1942, -23.6302], [0.5338, 24.3809, -23.2609], [2.8244, 25.3524, -22.7797], [3.2327, 24.2120, -21.3740], [1.9760, 25.4544, -21.2917], [1.8330, 22.9133, -23.0398], [0.6978, 23.5967, -20.3563], [0.7738, 22.0594, -21.2792], [-1.3334, 27.2890, -18.9468], [-1.5309, 26.1599, -20.0140], [-2.4156, 25.0046, -19.6433], [-3.5000, 25.1618, -20.5477], [-3.3296, 26.1951, -21.3870], [-4.1265, 26.5088, -22.2869], [-2.1953, 26.8048, -21.0564], [-2.2806, 27.7952, -18.7605], [-0.7701, 28.1821, -19.2170], [-0.9555, 26.8796, -18.0099], [-0.5280, 25.8775, -20.3342], [-2.8037, 24.9843, -18.6249], [-1.9186, 24.0697, -19.9022], [2.2356, 18.2336, -17.9820], [2.9135, 19.6185, -17.9764], [2.6869, 20.3609, -19.2522], [2.2813, 21.6192, -18.7922], [2.0233, 21.6568, -17.5565], [1.6356, 22.6709, -16.9093], [2.2452, 20.4568, -16.9967], [2.7671, 17.5166, -18.6078], [1.2149, 18.3787, -18.3357], [2.0273, 17.8097, -16.9996], [3.9807, 19.5775, -17.7584], [1.8016, 19.9095, -19.7000], [3.6138, 20.2770, -19.8197], [-5.2366, 24.9099, -17.0252], [-4.4585, 24.2339, -15.9062], [-4.1602, 22.7964, -16.2402], [-2.7858, 22.6888, -16.0473], [-2.2561, 23.8669, -16.0496], [-1.0294, 24.0497, -16.1023], [-3.1417, 24.7887, -15.8330], [-4.8812, 24.6341, -18.0181], [-5.3947, 25.9884, -17.0186], [-6.2945, 24.6602, -16.9447], [-4.9835, 24.4340, -14.9721], [-4.3937, 22.5136, -17.2667], [-4.7611, 22.2112, -15.5441]],
  "forces_ev_per_a": [[-0.98, 1.15, -3.88], [-0.69, 0.58, 0.00], [0.53, -0.41, 0.53], [-0.23, -0.39, 2.25], [0.43, -0.06, -0.48], [0.19, 0.19, 0.10], [0.24, -0.78, -0.38], [-0.68, -0.29, -0.40], [0.10, 0.16, 0.93], [0.10, -0.58, -0.36], [0.57, 0.14, -0.58], [-0.38, 0.11, 0.30], [-0.64, 0.49, -0.03], [-0.14, 0.26, 0.08], [0.42, -0.03, 0.50], [0.20, -0.09, -0.11], [0.00, -0.20, 0.12], [-0.51, -0.48, -0.70], [1.12, -0.46, 0.84], [-0.34, -0.10, -2.65], [1.34, 0.24, 2.61], [-2.94, 3.00, 1.85], [1.29, -2.70, -3.08], [1.42, -0.37, 0.69], [-0.02, 0.60, -0.67], [-0.12, 0.01, -0.15], [-0.04, -0.11, 0.53], [-0.31, 0.00, 0.06], [-0.11, 0.93, 0.38], [-0.81, -0.66, 0.29], [-0.96, -0.84, 0.07], [1.86, 1.42, -0.54], [-0.52, -0.15, -0.35], [0.55, -1.60, 3.26], [-4.32, -0.46, -3.96], [4.42, 0.74, 2.08], [-1.15, 1.21, -1.12], [0.40, -0.54, -0.08], [0.36, 0.39, -0.24], [-0.15, -0.13, 0.26], [0.42, -0.06, 0.22], [-0.28, 0.07, 0.03], [-0.59, -0.06, 0.32], [-0.71, -0.39, 0.38], [1.52, 2.70, 1.80], [-0.12, -0.54, -0.62], [-1.10, -0.84, 0.20], [-2.81, 0.61, -2.85], [2.94, -0.92, 3.30], [0.04, 0.78, -1.79], [-0.53, -0.57, 0.22], [0.76, -0.59, -0.63], [0.13, 0.00, 0.05], [-0.07, -0.38, -0.28], [0.18, 0.25, 0.00], [-0.14, -0.13, 0.30], [-0.36, 0.60, 0.28], [-0.35, -1.79, 1.03], [-0.55, -1.90, 0.17], [0.48, 2.85, -2.85], [-0.65, 0.72, 4.31], [0.87, -2.67, -1.36], [0.00, 0.89, 0.32], [-0.05, 0.08, 0.05], [0.02, -0.03, -0.53], [0.82, 0.09, 0.20], [-0.10, -0.02, 0.49], [0.33, 0.17, -0.80], [-0.45, 0.97, -0.52], [-0.98, 0.30, -0.26], [-1.14, 1.65, -1.34], [-2.12, -0.45, 0.43], [0.88, -2.14, -0.32], [2.88, 0.72, 1.32], [-0.95, -0.05, 0.41], [0.45, 1.53, -0.22], [-0.02, -0.08, 0.05], [1.00, 0.24, 0.50], [-0.04, -0.86, -0.09], [0.41, -0.32, 0.21], [-0.09, 0.12, 0.04], [0.58, -0.68, -0.13]]
}

=====

2.
{
  "formula": "C4H5ClN2",
  "method": "ωB97M-V/def2-TZVPD",
  "energy_ev": -19726.5395,
  "de_lowest_kcal_mol": 124.65,
  "e_homo_ev": -8.07,
  "species": ["C", "C", "C", "C", "N", "N", "Cl", "H", "H", "H", "H", "H"],
  "coordinates": [[-1.3440, -1.1958, 2.2284], [-1.0280, 0.2041, 0.2436], [1.1296, -0.7314, 0.4520], [0.5708, 0.6128, -1.4414], [-1.3908, -0.3649, 1.3395], [0.2721, 0.0121, -0.1967], [2.7227, -0.6453, -0.2055], [-0.9697, -0.8487, 3.1682], [-1.7586, 0.6396, -0.3775], [1.5168, 1.1689, -1.3847], [0.5728, -0.2326, -2.1316], [-0.2937, 1.3812, -1.6943]],
  "forces_ev_per_a": [[0.21, -0.24, -0.40], [-1.26, -1.37, 2.38], [-0.33, -0.22, 1.48], [-1.61, 2.39, -1.75], [0.15, 0.38, -1.40], [1.09, -0.28, 0.26], [0.36, -0.27, -0.29], [-0.03, 0.19, 1.00], [-0.35, 0.77, -0.54], [-0.41, -0.36, -0.33], [0.32, 0.65, -0.64], [1.85, -1.64, 0.24]]
}

=====

3.
{
  "formula": "C4H13NO",
  "method": "ωB97M-V/def2-TZVPD",
  "energy_ev": -7895.7035,
  "de_lowest_kcal_mol": 22.08,
  "smiles": "CCC.NCO",
  "e_homo_ev": -8.80,
  "species": ["C", "C", "C", "H", "H", "H", "H", "H", "H", "H", "H", "N", "C", "O", "H", "H", "H", "H", "H"],
  "coordinates": [[-0.9586, 1.2462, 2.7930], [0.4401, 0.6672, 2.7106], [0.6093, -0.5332, 3.6523], [-1.6933, 0.5148, 2.5257], [-1.1983, 1.4246, 3.8536], [-1.0337, 2.1782, 2.2311], [0.6736, 0.3762, 1.6816], [1.1695, 1.4111, 3.0132], [-0.1228, -1.3270, 3.4697], [0.4579, -0.1536, 4.6642], [1.5915, -0.9762, 3.5429], [0.6126, -0.8747, -3.4074], [-0.2800, -0.8061, -4.4928], [0.0780, 0.3561, -5.2127], [1.0356, -0.0704, -2.9889], [0.7682, -1.7342, -2.9133], [-1.3506, -0.7258, -4.2663], [-0.1132, -1.6662, -5.1497], [-0.6857, 0.6930, -5.7067]],
  "forces_ev_per_a": [[0.44, 0.29, 1.03], [0.01, -0.68, -0.03], [-0.36, 0.36, -0.28], [-0.50, -0.32, -0.74], [0.15, 0.39, -0.23], [-0.32, -0.17, 0.00], [0.01, 0.06, 0.04], [0.16, 0.25, -0.09], [-0.02, 0.18, -0.04], [0.16, -0.32, 0.15], [0.26, -0.04, 0.19], [0.56, -0.64, 0.86], [0.06, 0.32, -0.78], [-0.11, 0.71, -0.50], [-0.39, 0.33, -0.18], [-0.12, 0.00, -0.23], [-0.08, -0.16, 0.35], [-0.23, -0.30, 0.19], [0.32, -0.26, 0.30]]
}

=====

4.
{
  "formula": "C6H15BNO",
  "method": "ωB97M-V/def2-TZVPD",
  "energy_ev": -10671.6217,
  "de_lowest_kcal_mol": 68.69,
  "total_charge": 1,
  "smiles": "COB1CCC[N@H+](C)C1",
  "e_homo_ev": -13.37,
  "species": ["C", "O", "B", "C", "C", "C", "N", "C", "C", "H", "H", "H", "H", "H", "H", "H", "H", "H", "H", "H", "H", "H", "H", "H"],
  "coordinates": [[3.2443, -1.4632, -0.0790], [2.5491, -0.2326, -0.2085], [1.3146, 0.1409, -0.2356], [0.8691, 1.7471, -0.6740], [-0.6485, 1.9545, -0.5525], [-1.3561, 1.0862, 0.4729], [-1.2915, -0.4242, -0.0083], [-2.5721, -1.0091, 0.4594], [-0.0728, -1.0176, 0.3917], [4.1130, -1.2517, -0.6454], [2.7689, -2.2073, -0.6425], [3.4094, -1.5873, 0.9062], [1.3638, 2.2982, 0.1134], [1.2353, 1.9013, -1.7424], [-0.8121, 2.9073, -0.2028], [-1.1034, 1.8486, -1.6011], [-1.0019, 0.9041, 1.5084], [-2.3686, 1.2988, 0.2401], [-1.2474, -0.5189, -1.0335], [-2.3642, -2.0557, 0.6391], [-2.6667, -0.5748, 1.4535], [-3.3211, -0.8774, -0.2055], [-0.1588, -2.0565, 0.1842], [0.1179, -0.8106, 1.4622]],
  "forces_ev_per_a": [[-0.31, 1.85, -2.83], [0.24, 0.81, -0.25], [-3.09, 0.15, -0.21], [0.20, -3.39, -0.21], [1.21, -1.73, -1.25], [0.80, -2.29, -2.58], [-1.80, 2.18, -1.38], [3.52, -1.45, 3.07], [3.79, 2.02, 0.76], [1.42, -0.16, -0.01], [-1.09, -1.44, -0.11], [0.69, -1.13, 3.15], [0.54, 0.65, -0.31], [-0.17, 0.23, 1.69], [-0.59, 2.55, 0.32], [0.15, 0.07, 1.70], [-0.43, 1.23, -0.53], [-1.21, 0.42, 1.20], [-0.49, 0.73, 0.32], [-0.34, -0.43, -0.21], [-0.89, -0.05, -0.13], [-2.44, 0.75, -1.87], [0.69, -0.95, -0.13], [-0.43, -0.61, -0.21]]
}